{
  "formula": "C30H79N5O12",
  "method": "ωB97M-V with the def2-TZVPD basis set",
  "e_tot_ev": -64398.210,
  "spin_multiplicity": 2,
  "charge": -1,
  "gap_ev": [1.53, 8.44],
  "s_squared": 0.750,
  "e_homo_ev": [0.7335, -6.1564],
  "symbols": ["C", "O", "C", "C", "N", "C", "C", "O", "C", "H", "H", "H", "H", "H", "H", "H", "H", "H", "H", "H", "H", "H", "H", "H", "C", "O", "C", "C", "N", "C", "C", "O", "C", "H", "H", "H", "H", "H", "H", "H", "H", "H", "H", "H", "H", "H", "H", "H", "C", "O", "C", "C", "N", "C", "C", "O", "C", "H", "H", "H", "H", "H", "H", "H", "H", "H", "H", "H", "H", "H", "H", "H", "C", "O", "C", "C", "N", "C", "C", "O", "C", "H", "H", "H", "H", "H", "H", "H", "H", "H", "H", "H", "H", "H", "H", "H", "C", "O", "C", "C", "N", "C", "C", "O", "C", "H", "H", "H", "H", "H", "H", "H", "H", "H", "H", "H", "H", "H", "H", "H", "O", "H", "H", "O", "H", "H"],
  "coordinates": [[1.548, -5.629, -9.047], [2.566, -5.693, -8.109], [2.173, -5.567, -6.773], [2.409, -4.176, -6.027], [3.708, -4.051, -5.452], [3.890, -3.011, -4.429], [2.888, -3.046, -3.198], [1.553, -2.715, -3.523], [0.528, -3.431, -2.899], [0.982, -4.723, -8.833], [0.910, -6.508, -9.136], [2.097, -5.478, -9.976], [2.732, -6.341, -6.247], [1.100, -5.705, -6.635], [1.628, -4.389, -5.297], [2.100, -3.326, -6.635], [4.330, -3.722, -6.176], [4.052, -2.027, -4.871], [4.860, -3.424, -4.150], [3.078, -2.266, -2.462], [2.922, -4.005, -2.680], [-0.485, -3.215, -3.240], [0.610, -3.258, -1.826], [0.691, -4.507, -2.839], [1.493, 3.151, -2.116], [0.725, 2.968, -3.264], [0.584, 4.232, -3.908], [-0.510, 5.087, -3.132], [0.032, 6.265, -2.247], [-0.820, 6.573, -1.120], [-2.245, 7.170, -1.340], [-2.632, 8.393, -0.594], [-1.839, 9.551, -0.779], [1.308, 3.951, -1.398], [2.540, 3.109, -2.414], [1.423, 2.384, -1.344], [0.162, 4.140, -4.908], [1.516, 4.777, -4.056], [-1.118, 4.419, -2.522], [-1.218, 5.616, -3.770], [0.570, 7.004, -2.676], [-0.326, 7.281, -0.455], [-0.814, 5.666, -0.516], [-2.926, 6.357, -1.086], [-2.389, 7.407, -2.394], [-0.789, 9.370, -1.010], [-1.599, 10.033, 0.169], [-2.294, 10.238, -1.492], [-8.294, -2.930, -0.585], [-7.340, -2.254, 0.140], [-6.538, -3.188, 0.972], [-5.619, -2.585, 2.024], [-4.763, -1.704, 1.333], [-3.733, -0.946, 2.022], [-3.160, 0.176, 1.052], [-1.952, 0.696, 1.510], [-1.360, 1.498, 0.512], [-8.744, -2.208, -1.267], [-9.134, -3.324, -0.013], [-7.934, -3.793, -1.145], [-5.995, -3.927, 0.382], [-7.155, -3.947, 1.454], [-4.987, -3.371, 2.436], [-6.187, -2.070, 2.799], [-5.383, -1.094, 0.820], [-2.918, -1.630, 2.259], [-4.087, -0.420, 2.909], [-3.879, 0.956, 0.804], [-2.823, -0.350, 0.158], [-0.423, 1.928, 0.864], [-1.909, 2.434, 0.409], [-1.162, 1.053, -0.463], [0.672, -1.044, 2.922], [1.186, -0.724, 4.163], [0.289, -0.057, 5.131], [-1.154, -0.658, 5.246], [-1.100, -2.171, 5.414], [-2.451, -2.664, 5.395], [-2.499, -4.222, 5.644], [-3.098, -5.053, 4.627], [-2.949, -6.448, 5.001], [-0.220, -1.650, 3.083], [1.429, -1.654, 2.429], [0.435, -0.251, 2.213], [0.146, 0.927, 4.685], [0.861, -0.092, 6.058], [-1.709, -0.430, 4.336], [-1.738, -0.245, 6.069], [-0.606, -2.615, 4.653], [-2.715, -2.543, 4.344], [-3.102, -2.135, 6.092], [-3.133, -4.361, 6.520], [-1.494, -4.639, 5.706], [-3.905, -6.812, 5.378], [-2.068, -6.563, 5.632], [-2.841, -6.924, 4.026], [7.172, 3.520, 3.086], [6.664, 3.621, 4.420], [5.267, 3.878, 4.416], [4.263, 2.678, 4.158], [3.866, 2.522, 2.727], [3.322, 1.253, 2.297], [2.824, 1.425, 0.861], [2.297, 0.216, 0.336], [3.267, -0.744, -0.035], [7.041, 2.528, 2.653], [8.242, 3.729, 3.065], [6.854, 4.239, 2.332], [5.032, 4.785, 3.860], [4.927, 4.128, 5.421], [3.288, 2.836, 4.617], [4.749, 1.762, 4.495], [3.192, 3.240, 2.506], [2.528, 0.994, 2.998], [3.997, 0.407, 2.423], [3.683, 1.676, 0.240], [2.190, 2.283, 0.636], [4.161, -0.714, 0.588], [3.551, -0.630, -1.081], [2.966, -1.791, -0.076], [0.543, -0.085, -1.524], [0.563, -1.030, -1.674], [0.935, 0.029, -0.658], [-0.936, 0.778, -3.692], [-0.558, 0.052, -3.196], [-0.351, 1.516, -3.521]],
  "forces_ev_per_a": [[0.5, 1.1, -0.6], [0.8, -0.4, 0.3], [0.4, 1.2, 0.7], [-1.2, -2.2, -1.0], [-0.5, 0.2, -0.2], [-0.2, -1.1, 1.1], [0.3, 0.5, -0.4], [-0.9, 0.1, -1.9], [0.8, -0.6, 1.6], [-0.6, 0.0, -0.3], [-0.1, -0.2, 0.3], [-0.4, -0.1, -0.3], [-0.2, 0.1, 0.4], [-0.2, -0.5, -0.4], [0.4, 0.9, 0.7], [-0.2, 0.1, -0.2], [0.2, -0.5, -0.4], [-0.5, 0.3, 0.3], [0.3, 1.1, 1.3], [1.2, -0.1, 0.0], [0.2, -0.3, -0.2], [0.4, 0.3, -0.3], [-0.5, 0.6, 0.5], [0.1, -0.5, -1.0], [1.6, -1.0, 1.8], [-0.3, 1.1, -0.4], [-2.2, 1.0, 0.5], [1.6, 2.6, 0.5], [-0.6, -2.3, -0.3], [0.5, 1.0, 0.5], [0.2, 0.5, -0.2], [0.7, -1.4, 0.0], [0.8, -0.5, 0.3], [-0.4, 1.2, -1.0], [0.3, 0.5, 0.2], [-0.6, -1.1, -0.9], [0.1, -0.8, 0.0], [0.3, -0.1, 0.5], [0.3, 0.0, 0.3], [0.0, -0.6, -0.8], [-0.5, -0.2, -0.3], [0.4, 0.2, -0.1], [-0.7, -0.1, 0.1], [-0.6, 0.6, 0.3], [0.1, -0.1, -0.2], [0.0, -0.6, -1.0], [-1.1, 0.3, 0.4], [0.1, 0.1, 0.0], [-1.2, -0.2, -0.8], [2.1, -1.0, 2.2], [-0.9, -1.1, -0.1], [-0.3, -0.1, -0.5], [0.7, 1.5, -1.4], [0.3, 1.3, -1.0], [0.2, -2.3, -0.1], [0.6, 0.4, 0.8], [0.4, 1.5, 0.4], [0.2, 0.0, -0.2], [0.0, 0.0, 0.7], [0.5, 0.0, -0.2], [0.7, 0.8, -1.0], [-1.1, 0.5, 0.5], [-0.4, -0.3, 0.4], [-0.3, -0.2, 0.5], [0.3, 0.4, -0.3], [0.1, 0.1, 0.2], [-0.1, -0.2, 0.5], [-0.3, 0.1, 0.1], [-1.0, -0.2, -0.6], [0.4, -0.6, 0.4], [-0.7, 0.0, -0.4], [-0.4, -0.4, 0.1], [-0.4, -0.9, -0.6], [-0.2, 0.6, 2.1], [-0.4, -0.7, -1.7], [1.6, -2.0, -0.6], [0.4, 1.8, 1.6], [0.2, -2.2, -1.6], [-0.6, 0.4, -0.2], [0.2, 0.4, 0.3], [-0.6, 1.4, -1.7], [-0.3, -0.1, -0.6], [0.0, -0.1, 0.0], [-0.1, 0.5, 0.4], [0.1, 0.5, 0.7], [-0.3, 0.2, -0.1], [-0.1, 0.2, -0.3], [0.4, 0.1, 0.2], [0.3, 0.3, 0.0], [-1.4, 0.2, 0.0], [0.1, 0.0, -0.2], [0.5, -0.3, 0.6], [0.2, 0.5, 0.8], [0.2, -0.1, 0.7], [-0.3, -0.4, 0.1], [0.4, -0.4, 0.2], [0.9, -0.2, -0.2], [-0.6, 0.2, -1.2], [-1.7, -0.7, 0.9], [0.3, 0.5, -2.3], [1.9, 0.3, -0.2], [-1.2, 0.6, 0.9], [1.7, -0.7, -0.4], [-0.5, -0.6, 0.6], [0.8, 0.0, -0.7], [-0.3, -0.1, 0.1], [0.2, -0.3, 0.7], [-1.0, 0.3, 0.4], [0.0, -0.2, -0.6], [0.8, 0.2, 0.5], [0.4, 0.1, 1.2], [-0.2, 0.0, 0.2], [-0.1, 0.2, 0.0], [-0.7, -0.3, -0.3], [0.5, 0.3, -0.4], [0.5, 0.1, 0.0], [-0.8, -0.3, 0.7], [0.0, 0.2, 0.0], [0.3, 0.7, -0.1], [-1.0, 0.0, 0.8], [-0.6, -0.3, -0.8], [0.1, -0.4, -0.1], [0.5, 0.2, 0.6], [-0.8, -0.3, -0.7], [0.1, 0.1, 0.2], [0.4, 0.3, 0.2]],
  "mulliken_charge": [-0.708, -0.313, -0.849, 0.178, -0.339, -0.934, 0.464, -0.328, -1.400, 0.353, 0.255, 0.242, 0.266, 0.449, -0.067, 0.251, 0.267, 0.301, 0.375, -0.360, 0.472, 0.162, 0.550, 0.516, -0.430, -0.116, -0.758, -0.567, -0.055, -1.186, -0.421, -0.287, -0.849, 0.339, 0.144, -0.309, 0.335, 0.383, 0.222, 0.472, 0.211, 0.511, 0.338, 0.328, 0.331, 0.274, 0.340, 0.294, -0.785, -0.294, -0.922, -0.182, -0.161, -0.270, -0.849, 0.058, -0.614, 0.259, 0.305, 0.316, 0.378, 0.494, 0.117, 0.326, 0.226, 0.035, 0.260, 0.322, 0.332, 0.093, 0.495, 0.250, 0.143, -0.219, -0.880, -0.338, -0.388, -0.071, -0.691, -0.243, -0.779, -0.111, -0.116, 0.013, 0.344, 0.346, 0.032, 0.565, 0.351, -0.108, 0.438, 0.243, 0.415, 0.269, 0.357, 0.226, -0.838, -0.221, -0.822, -0.842, 0.099, -0.191, -0.886, 1.001, -1.626, 0.229, 0.319, 0.334, 0.445, 0.301, 0.559, 0.263, 0.366, -0.244, 0.189, 0.242, 0.127, 0.321, 0.060, 0.239, -0.131, 0.091, 0.052, -0.633, 0.334, 0.523]
}

{
  "formula": "C26H22CoN4O2Se2",
  "method": "ωB97M-V with the def2-TZVPD basis set",
  "e_tot_ev": -205693.064,
  "spin_multiplicity": 4,
  "charge": 0,
  "gap_ev": [7.51, 4.61],
  "s_squared": 3.771,
  "e_homo_ev": [-7.1535, -7.1481],
  "symbols": ["Co", "O", "C", "C", "C", "C", "C", "C", "C", "N", "C", "C", "N", "C", "C", "C", "C", "C", "C", "C", "O", "H", "H", "H", "H", "H", "H", "H", "H", "H", "H", "H", "H", "H", "H", "Se", "Se", "C", "C", "C", "C", "C", "N", "C", "C", "C", "C", "C", "N", "H", "H", "H", "H", "H", "H", "H", "H"],
  "coordinates": [[0.046, 0.493, 0.218], [0.094, 0.446, 2.062], [1.090, 0.756, 2.825], [0.882, 0.832, 4.227], [1.880, 1.237, 5.076], [3.161, 1.557, 4.593], [3.409, 1.431, 3.252], [2.407, 1.027, 2.349], [2.750, 0.858, 0.966], [1.935, 0.502, 0.046], [2.422, 0.335, -1.331], [1.278, -0.300, -2.121], [0.110, 0.464, -1.696], [-0.490, 1.233, -2.538], [-1.273, 2.378, -2.177], [-2.189, 2.925, -3.099], [-2.838, 4.105, -2.852], [-2.552, 4.799, -1.659], [-1.648, 4.315, -0.750], [-0.959, 3.077, -0.952], [-0.105, 2.656, -0.103], [-0.103, 0.570, 4.594], [1.679, 1.311, 6.139], [3.939, 1.879, 5.273], [4.401, 1.642, 2.861], [3.797, 1.025, 0.697], [2.641, 1.318, -1.755], [3.329, -0.273, -1.365], [1.448, -0.234, -3.198], [1.159, -1.346, -1.832], [-0.325, 1.056, -3.606], [-2.392, 2.372, -4.013], [-3.544, 4.510, -3.567], [-3.053, 5.740, -1.461], [-1.428, 4.853, 0.166], [-1.653, -2.931, 0.927], [-2.144, -1.501, -1.646], [-2.795, -0.123, -0.525], [-4.151, 0.188, -0.586], [-4.671, 1.113, 0.299], [-3.818, 1.704, 1.216], [-2.474, 1.376, 1.188], [-1.959, 0.495, 0.328], [-0.084, -3.724, 0.222], [-0.066, -5.093, -0.058], [1.112, -5.666, -0.503], [2.230, -4.858, -0.656], [2.102, -3.505, -0.389], [0.971, -2.938, 0.032], [-4.772, -0.317, -1.314], [-5.723, 1.370, 0.274], [-4.179, 2.430, 1.932], [-1.770, 1.831, 1.867], [-0.968, -5.674, 0.073], [1.159, -6.724, -0.730], [3.178, -5.264, -0.983], [2.952, -2.840, -0.511]],
  "forces_ev_per_a": [[0.0, 0.4, -0.3], [0.0, 0.0, 0.7], [0.2, 0.0, -0.1], [0.0, 0.0, 0.0], [0.0, 0.0, -0.1], [0.0, 0.0, 0.1], [0.0, 0.0, -0.1], [-0.2, 0.0, 0.0], [0.1, -0.1, 0.1], [0.3, -0.1, -0.2], [-0.1, 0.0, 0.1], [0.0, -0.1, 0.1], [0.0, -0.4, -0.4], [-0.2, 0.4, -0.1], [0.1, -0.2, 0.2], [0.0, 0.0, 0.0], [-0.1, 0.0, -0.1], [0.1, -0.1, 0.1], [-0.1, 0.1, -0.1], [0.2, -0.2, 0.1], [-0.4, 0.0, 0.1], [0.0, 0.0, 0.0], [0.0, 0.0, 0.0], [0.0, 0.0, 0.0], [-0.1, 0.0, 0.0], [0.0, 0.0, 0.0], [0.0, 0.0, 0.0], [0.0, 0.0, 0.0], [0.0, 0.0, 0.0], [0.0, 0.1, 0.0], [0.0, 0.0, 0.0], [0.0, 0.1, 0.0], [0.0, 0.0, 0.0], [0.0, 0.0, 0.0], [0.0, 0.0, -0.1], [-0.1, 0.1, 0.1], [0.1, 0.1, 0.1], [-0.2, 0.4, 0.2], [0.1, -0.2, -0.1], [0.0, 0.0, 0.1], [-0.1, 0.0, 0.0], [-0.1, 0.1, 0.0], [-0.2, -0.3, -0.2], [0.0, -0.2, -0.1], [0.0, 0.0, 0.0], [0.0, 0.0, 0.0], [0.0, -0.1, 0.0], [0.0, 0.0, 0.0], [0.2, 0.0, 0.1], [0.0, 0.1, 0.0], [0.0, 0.0, 0.0], [0.0, 0.0, 0.0], [0.1, 0.0, 0.0], [0.0, 0.0, 0.0], [0.0, 0.0, 0.0], [0.0, 0.0, 0.0], [0.0, 0.0, 0.0]],
  "mulliken_charge": [-0.567, -0.125, 0.308, -0.772, -0.372, -0.759, -0.617, 0.478, -0.084, 0.557, -0.927, -0.595, 0.406, -0.695, 0.634, -0.507, -0.750, -0.424, -0.731, 0.514, -0.522, 0.428, 0.389, 0.387, 0.340, 0.302, 0.277, 0.578, 0.437, -0.005, 0.390, 0.398, 0.399, 0.388, 0.472, 0.014, 0.154, 0.001, -0.902, -0.292, -0.854, -0.286, 0.898, 0.118, -0.802, -0.211, -0.812, 0.015, 0.053, 0.430, 0.424, 0.461, 0.497, 0.380, 0.387, 0.397, 0.298]
}

{
  "formula": "C2H2N2O",
  "method": "ωB97M-V with the def2-TZVPD basis set",
  "e_tot_ev": -7131.420,
  "relative_energy_ev": 2.424,
  "charge": 0,
  "gap_ev": 11.13,
  "e_homo_ev": -10.6455,
  "symbols": ["O", "C", "N", "C", "N", "H", "H"],
  "coordinates": [[-0.655, -1.057, 0.535], [-0.557, 0.335, 0.807], [-0.161, 1.025, -0.194], [0.430, -0.006, -0.918], [0.101, -1.222, -0.611], [-0.480, 0.675, 1.845], [1.322, 0.250, -1.464]],
  "forces_ev_per_a": [[0.6, 2.2, 1.3], [-0.9, -1.5, 0.1], [1.8, -0.9, 1.2], [0.0, 0.2, -1.0], [0.3, 0.6, -0.1], [-1.4, -0.3, -0.3], [-0.4, -0.3, -1.1]],
  "mulliken_charge": [-0.141, 0.129, -0.394, -0.030, -0.240, 0.331, 0.345]
}

{
  "formula": "C3H6INOS",
  "method": "ωB97M-V with the def2-TZVPD basis set",
  "e_tot_ev": -25678.627,
  "relative_energy_ev": 3.160,
  "charge": 0,
  "gap_ev": 8.86,
  "smiles": "N=[S@](=O)(I)C1CC1",
  "e_homo_ev": -9.4533,
  "symbols": ["N", "S", "O", "I", "C", "C", "C", "H", "H", "H", "H", "H", "H"],
  "coordinates": [[1.757, 0.779, 2.074], [1.316, -0.408, 1.209], [0.501, -1.461, 1.787], [3.261, -1.460, 0.183], [0.460, 0.208, -0.328], [-0.388, -0.779, -0.854], [-0.983, 0.301, -0.079], [1.936, 0.644, 3.056], [1.024, 1.084, -0.828], [-0.304, -1.832, -0.552], [-0.396, -0.797, -1.973], [-1.547, 1.008, -0.543], [-1.194, 0.319, 0.975]],
  "forces_ev_per_a": [[-0.7, -0.5, -2.0], [-0.4, 1.7, 1.5], [0.4, 0.1, -0.5], [0.2, -0.3, -0.2], [4.1, 3.6, 1.6], [-0.6, -3.7, -3.2], [0.1, -0.4, 1.9], [0.0, -0.5, 0.1], [-0.7, -2.0, 0.6], [-0.1, 0.6, 0.5], [-0.7, 0.4, 1.0], [-1.2, 2.0, -1.6], [-0.5, -1.1, 0.3]],
  "mulliken_charge": [-0.576, 0.580, -0.542, -0.051, 0.066, -0.391, -0.720, 0.267, 0.409, 0.229, 0.248, 0.273, 0.208]
}